No. 1
A molecular structure, C44H62F6N6O4S2SbSeTi at a distorted geometry. Source: the Open Molecules 2025 dataset; level of theory: ωB97M-V with the def2-TZVPD basis set.

Summary:
spin multiplicity = 2
DFT total energy = -196749.85776 eV
maximum force = 4.06 eV/A
highest occupied orbital energy (spin up / spin down) = -2.40 / -2.40 eV
charge = -2

Element x y z (Å)
Ti -0.49857 0.55661 0.43793
C 3.33614 -1.80639 -3.27659
C 1.89389 -2.19011 -2.91450
C 1.05117 -2.34327 -4.18469
C 1.90741 -3.45651 -2.08251
C 1.94649 -4.68809 -2.71691
C 1.98069 -5.87019 -2.00308
C 2.01192 -5.81294 -0.62350
C 2.00062 -4.60838 0.06653
C 2.12086 -4.69579 1.57516
C 0.89217 -4.09408 2.24788
C 3.43417 -4.08513 2.07507
C 1.93888 -3.38653 -0.65999
N 1.89406 -2.14649 -0.06391
C 2.91629 -1.35572 0.09488
O 4.11861 -1.75230 0.02481
C 2.74850 0.12885 0.37349
C 3.97252 0.76211 0.56272
C 4.06443 2.14220 0.66827
C 2.90008 2.85270 0.51494
C 1.70192 2.18990 0.31954
N 1.58742 0.81964 0.33411
C 0.56750 3.01518 -0.13233
O 0.68740 4.24453 -0.18509
N -0.53041 2.36341 -0.56944
C -1.19002 2.95844 -1.67644
C -0.54651 2.84265 -2.94279
C -1.12399 3.38240 -4.08290
C -2.32840 4.04936 -4.02156
C -2.94254 4.19806 -2.79440
C -2.40117 3.69434 -1.61669
C -3.11985 4.14031 -0.34776
C -3.49480 2.98940 0.57927
C -2.29189 5.22479 0.35405
C 0.83846 2.23403 -3.06617
C 1.03090 1.41090 -4.33990
C 1.89090 3.35552 -3.01830
H 3.35900 -0.86065 -3.82729
H 3.78665 -2.57898 -3.90600
H 3.94186 -1.70143 -2.37661
H 1.46196 -1.38940 -2.30931
H 1.50827 -3.05064 -4.88050
H 0.96777 -1.38793 -4.70169
H 0.04674 -2.68942 -3.93325
H 1.95515 -4.73920 -3.79783
H 1.99768 -6.82662 -2.51150
H 2.06291 -6.73819 -0.05913
H 2.15356 -5.76282 1.82786
H 0.80756 -3.03822 2.00701
H 0.94918 -4.21087 3.33540
H 0.00208 -4.60531 1.87787
H 3.47965 -3.02230 1.85814
H 4.28079 -4.56315 1.57664
H 3.53289 -4.22688 3.15792
H 4.85895 0.14492 0.51509
H 5.02219 2.62613 0.80538
H 2.87842 3.93270 0.48781
H -0.61421 3.28850 -5.03300
H -2.78178 4.45763 -4.91699
H -3.87278 4.75306 -2.74558
H -4.05520 4.61110 -0.67126
H -2.60839 2.45449 0.89999
H -4.14308 2.29111 0.04841
H -4.02920 3.36509 1.45626
H -2.26186 6.12725 -0.26162
H -2.73024 5.48295 1.32230
H -1.26449 4.89772 0.49168
H 0.99665 1.56071 -2.22406
H 1.09009 2.04416 -5.22831
H 0.20789 0.70705 -4.45654
H 1.96537 0.85415 -4.25932
H 1.81050 3.98630 -3.90775
H 2.89767 2.93011 -2.98294
H 1.75092 3.98917 -2.14554
C -2.23639 -2.55924 3.21345
S -2.30413 -1.58519 1.68156
C -3.18357 -0.20069 2.51867
O -0.85199 -1.16191 1.53522
H -3.25799 -2.79456 3.50197
H -1.72531 -1.96216 3.96710
H -1.69059 -3.47120 3.00209
H -3.53786 -0.49207 3.50326
H -4.01447 0.09034 1.88188
H -2.45994 0.60268 2.56382
F -0.17539 -0.38301 -1.05961
Sb -1.60188 -3.07607 -0.93861
F -2.25344 -4.16949 0.75973
F -2.29388 0.32708 0.05753
F -3.57794 -2.72870 -0.81961
F -2.21845 -2.79488 -2.97814
F -1.61794 -4.94939 -1.62875
Se -2.28735 -0.05574 -2.94798
C -4.10718 0.24112 -3.32311
C -5.10583 -0.50696 -2.69468
C -6.42798 -0.25755 -3.01707
N -6.83536 0.67494 -3.88132
C -5.87547 1.39329 -4.46480
C -4.52430 1.21147 -4.24005
H -4.83538 -1.27971 -1.98482
H -7.22424 -0.83904 -2.56237
H -6.22241 2.14848 -5.16590
H -3.78654 1.81358 -4.74561
C 2.52539 -2.47633 5.99389
N 3.48247 -1.58115 5.38644
C 3.28671 -0.96173 4.18806
N 4.33598 -0.20821 3.76227
S 1.86159 -1.04561 3.34724
H 2.22421 -2.12370 6.98381
H 2.92955 -3.48787 6.07934
H 1.65450 -2.49719 5.34170
H 4.38658 -1.50296 5.82011
H 5.26060 -0.46156 4.07672
H 4.27395 0.08308 2.80082
C -0.70624 1.16072 4.45035
C -0.48046 2.10020 3.24841
C 0.89808 2.75871 3.41330
C -1.53952 3.21271 3.31781
O -0.58069 1.42173 2.02334
H -0.44720 1.67416 5.37826
H -0.07519 0.28490 4.35065
H -1.74694 0.83731 4.50942
H 0.98535 3.22378 4.39646
H 1.03598 3.52450 2.65046
H 1.67741 2.00230 3.30954
H -1.44388 3.85826 2.44589
H -1.39821 3.80732 4.22179
H -2.54322 2.78548 3.32918


No. 2
A molecular structure, C44H62MnNO3P2SSi at a distorted geometry. Source: the Open Molecules 2025 dataset; level of theory: ωB97M-V with the def2-TZVPD basis set.

Summary:
spin multiplicity = 5
DFT total energy = -122872.42666 eV
maximum force = 5.41 eV/A
highest occupied orbital energy (spin up / spin down) = 0.82 / 0.82 eV
charge = -2

Element x y z (Å)
Mn 10.96416 10.44077 12.41360
C 10.26759 14.03836 12.09691
Si 11.62621 12.77939 12.58689
C 13.08011 13.10494 11.34479
C 13.24598 14.38438 10.78634
C 14.23720 14.54671 9.78684
C 14.88240 13.43984 9.27489
C 14.70770 12.12418 9.78214
C 13.79342 11.97432 10.83099
P 13.44956 10.40480 11.68980
C 15.11612 10.41483 12.69471
C 15.52250 11.82525 13.21056
C 16.61975 11.76779 14.32902
C 17.36254 10.44855 14.30841
C 16.44114 9.24167 14.64527
C 15.07851 9.41940 13.95554
C 13.71458 9.19428 10.30086
C 15.11530 8.66648 9.99047
C 15.50775 7.38622 10.78346
C 14.58946 6.18452 10.34072
C 13.16651 6.72677 10.01442
C 12.79363 8.04072 10.69181
C 12.21228 13.21922 14.32861
C 12.85273 14.38335 14.74566
C 12.89089 14.77858 16.07587
C 12.35363 13.93830 17.07200
C 11.81160 12.69796 16.64771
C 11.82218 12.30256 15.29937
P 10.88787 10.78218 14.74260
C 9.18286 10.94256 15.59016
C 8.61366 12.36830 15.35838
C 8.37631 13.22279 16.63813
C 7.66445 12.39273 17.73795
C 8.58632 11.24213 18.21244
C 8.86952 10.30515 16.98192
C 11.65406 9.21092 15.49250
C 10.70384 7.99352 15.47230
C 11.55700 6.68509 15.41911
C 12.87665 6.88781 16.25021
C 12.70277 7.91801 17.37298
C 12.46365 9.30406 16.78893
H 10.69279 15.05887 11.92195
H 9.78471 13.69292 11.19104
H 9.52933 14.17306 12.89745
H 12.59600 15.16717 11.18523
H 14.54832 15.53168 9.37576
H 15.65769 13.56463 8.49551
H 15.25848 11.27656 9.42462
H 15.84338 10.09965 11.98277
H 15.85102 12.51258 12.41734
H 14.59302 12.36192 13.55121
H 17.29811 12.59217 14.17522
H 16.07385 11.90110 15.26552
H 17.83974 10.30900 13.30952
H 18.24894 10.42621 15.01184
H 16.97506 8.32821 14.37639
H 16.28891 9.17343 15.75922
H 14.53250 8.46995 13.71733
H 14.35990 9.91544 14.62729
H 13.25850 9.71152 9.40933
H 15.13110 8.42323 8.94514
H 15.94247 9.39347 10.13957
H 16.55362 7.17041 10.51065
H 15.52395 7.45669 11.89041
H 15.10662 5.67274 9.52582
H 14.44476 5.43988 11.18342
H 13.06360 6.87667 8.92874
H 12.41373 5.92508 10.26112
H 11.78218 8.34739 10.47406
H 12.80589 7.86427 11.79331
H 13.35370 15.05002 14.04283
H 13.33150 15.72820 16.37551
H 12.44363 14.19214 18.14066
H 11.36971 12.01529 17.37692
H 8.64691 10.27387 14.86125
H 9.18569 12.92168 14.62019
H 7.65013 12.30404 14.85277
H 9.34633 13.59275 16.99853
H 7.75171 14.09387 16.37514
H 7.38035 13.01164 18.58929
H 6.67475 12.06794 17.34046
H 9.53764 11.69906 18.63382
H 8.14392 10.58798 18.97374
H 9.65322 9.55269 17.17828
H 7.94734 9.67453 16.89184
H 12.34373 8.96994 14.61621
H 10.09857 8.01217 16.39780
H 9.99440 7.98721 14.63977
H 10.95885 5.85592 15.86937
H 11.89353 6.42103 14.39514
H 13.17691 5.93658 16.67746
H 13.66527 7.24600 15.57242
H 11.86035 7.65790 18.00837
H 13.56666 7.88414 18.01975
H 12.06870 9.94811 17.56086
H 13.43766 9.76769 16.62736
O 10.56329 10.96012 9.75923
N 9.29829 10.97076 9.45763
C 8.83503 11.57276 8.27418
C 7.51412 11.61233 8.05314
C 6.53381 11.15660 8.98389
C 6.99229 10.56170 10.13930
C 8.37757 10.57954 10.39236
S 8.90101 9.93449 11.89155
H 9.61267 11.95947 7.62226
H 7.17568 12.13782 7.14471
H 5.48431 11.28308 8.77457
H 6.30345 10.17878 10.86890
C 8.61877 5.60630 9.76657
O 7.37156 5.99557 10.45285
C 7.44056 5.78346 11.83469
O 6.61439 5.63518 12.69586
H 9.44441 6.02495 10.34933
H 8.54448 6.14429 8.79227
H 8.63546 4.49773 9.61345


No. 3
A molecular structure, C44H62N6O5P2Pb. Source: the Open Molecules 2025 dataset; level of theory: ωB97M-V with the def2-TZVPD basis set.

Summary:
DFT total energy = -89605.46418 eV
maximum force = 0.48 eV/A
highest occupied orbital energy (spin up / spin down) = -18.00 / -17.38 eV
charge = +4

Element x y z (Å)
Pb 0.43977 0.19874 -0.35822
C 3.38833 -4.76042 0.64120
N 2.98184 -3.43944 1.13809
C 3.55628 -3.01371 2.41566
C 2.16572 -2.64500 0.46669
O 1.85726 -1.49572 0.85380
C 1.63769 -3.15789 -0.87103
O 0.54459 -2.35465 -1.30129
C -0.66345 -3.05710 -1.51948
C -1.80701 -2.04868 -1.56619
O -1.57055 -0.83702 -1.33861
N -3.01080 -2.49628 -1.87234
C -3.30566 -3.89816 -2.19182
C -4.14517 -1.58107 -2.00771
H 4.29122 -5.05411 1.16924
H 3.62418 -4.72814 -0.42099
H 2.62146 -5.51218 0.82976
H 3.48953 -3.83877 3.12224
H 3.00907 -2.15725 2.79289
H 4.60498 -2.74616 2.28520
H 1.35313 -4.20881 -0.81748
H 2.44304 -3.07272 -1.60722
H -0.84168 -3.78305 -0.71878
H -0.62324 -3.60483 -2.46594
H -2.57280 -4.57310 -1.76180
H -3.34315 -4.04059 -3.27199
H -4.27958 -4.14603 -1.77511
H -3.80635 -0.55820 -1.89027
H -4.89824 -1.81790 -1.25605
H -4.58984 -1.71025 -2.99386
O 1.87705 2.27840 0.43577
C 1.11028 3.39100 0.92587
C -0.08935 3.60881 0.04160
C -0.61083 4.88432 -0.11735
C -1.74881 5.05671 -0.88980
C -2.32955 3.94846 -1.49057
C -1.74492 2.71315 -1.28942
N -0.64890 2.54002 -0.53806
H 2.61378 2.13389 1.04285
H 1.72455 4.29172 0.93818
H 0.77628 3.18759 1.94931
H -0.12995 5.73187 0.35361
H -2.17060 6.04340 -1.03024
H -3.20963 4.04185 -2.11136
H -2.15557 1.81836 -1.74651
O -0.72164 0.21562 1.77989
P -1.45975 0.41274 3.05825
N -1.92919 -1.09734 3.61869
C -2.18220 -2.26844 2.76074
C -2.54046 -3.38530 3.74317
C -3.12905 -2.63522 4.93845
C -2.24498 -1.39970 5.02275
N -0.69530 1.22028 4.19955
C 0.78253 1.05221 4.37144
C 1.17897 2.31928 5.11182
C 0.00445 2.53671 6.05940
C -1.22520 2.18041 5.22317
N -2.96973 1.05726 2.79885
C -4.03098 1.35558 3.80434
C -5.27735 1.63365 2.96883
C -5.05926 0.80863 1.70493
C -3.57096 0.97841 1.44339
H -1.29421 -2.45408 2.15476
H -3.01256 -2.03519 2.08303
H -1.64018 -3.92546 4.03847
H -3.23705 -4.09963 3.31122
H -3.11334 -3.21168 5.85991
H -4.16268 -2.34447 4.73967
H -1.29679 -1.60752 5.53380
H -2.69387 -0.53740 5.51949
H 1.26163 0.92177 3.40165
H 0.98935 0.16897 4.98063
H 1.27151 3.15655 4.41603
H 2.12534 2.20169 5.63542
H -0.05980 3.55433 6.43732
H 0.08559 1.86736 6.91635
H -1.63239 3.05666 4.71843
H -2.00613 1.72566 5.83018
H -3.73737 2.19664 4.42700
H -4.16652 0.48404 4.45110
H -5.33352 2.69505 2.72567
H -6.18289 1.36716 3.50832
H -5.65909 1.15843 0.86737
H -5.29768 -0.24320 1.88058
H -3.35479 1.92691 0.93954
H -3.09883 0.18465 0.86196
C -0.47957 0.64559 -6.83369
C 0.87821 0.91379 -6.97589
C 1.70452 0.90815 -5.86547
C 1.16315 0.60847 -4.60955
C -0.19760 0.34069 -4.46658
C -1.01713 0.36286 -5.58529
P 2.27493 0.60046 -3.21501
C 3.17467 2.11321 -3.14428
C 4.56091 2.18455 -3.35728
C 5.17745 3.42167 -3.40402
C 4.43007 4.57995 -3.21862
C 3.05426 4.51555 -3.00335
C 2.42478 3.28923 -2.96236
C 3.30913 -0.82788 -3.17494
C 3.06783 -1.89199 -4.05889
C 3.90818 -2.99176 -4.04923
C 4.96884 -3.04963 -3.14893
C 5.18702 -2.01660 -2.23943
C 4.35532 -0.91152 -2.24000
H -1.12088 0.66468 -7.70488
H 1.29031 1.13430 -7.95120
H 2.75850 1.13360 -5.97774
H -0.61887 0.11436 -3.49291
H -2.07613 0.16451 -5.48686
H 5.14212 1.28913 -3.53159
H 6.23883 3.48626 -3.60119
H 4.92205 5.54322 -3.25467
H 2.48251 5.42603 -2.88515
H 1.35069 3.23513 -2.81724
H 2.25639 -1.83360 -4.77331
H 3.75354 -3.79519 -4.75702
H 5.63500 -3.90294 -3.16109
H 6.01738 -2.06923 -1.54783
H 4.52555 -0.10810 -1.53258


No. 4
A molecular structure, C44H64BrGeMnN5P3 at a distorted geometry. Source: the Open Molecules 2025 dataset; level of theory: ωB97M-V with the def2-TZVPD basis set.

Summary:
spin multiplicity = 6
DFT total energy = -239842.01406 eV
maximum force = 1.28 eV/A
highest occupied orbital energy (spin up / spin down) = -15.26 / -14.83 eV
charge = +3

Element x y z (Å)
Mn 1.12714 0.67039 -0.18468
C 2.67743 -1.28672 4.33053
C 2.85197 -0.40334 3.09161
C 4.04635 -0.86053 2.25102
P 1.29049 -0.27852 2.12158
C 0.71819 -2.00188 1.95681
N -0.45152 -2.08068 1.09909
Ge -0.90828 -0.70785 -0.14884
N -2.22728 0.44669 0.49883
C -2.06513 1.88728 0.63953
P -0.53337 2.54881 -0.12136
C 0.00403 3.92151 0.98695
C -1.10219 4.79477 1.58543
C 1.05894 4.76842 0.25838
C -1.07809 3.27653 -1.72608
C -1.96113 4.51971 -1.60243
C -1.79369 2.19309 -2.53468
C -3.29214 -0.11675 1.21147
C -4.10191 0.57974 2.10839
C -5.05114 -0.10555 2.85511
C -5.21021 -1.48403 2.73843
C -4.44554 -2.17813 1.81919
C -3.52827 -1.48299 1.04864
N -2.77284 -2.06399 -0.03507
C -2.23390 -3.36322 0.21711
C -2.81809 -4.55943 -0.17004
C -2.22987 -5.74248 0.22690
C -1.06297 -5.72019 1.00662
C -0.45426 -4.53263 1.35461
C -1.01467 -3.32328 0.92093
C -3.37878 -1.93557 -1.31733
C -4.72654 -2.11335 -1.58379
C -5.15309 -2.07276 -2.89509
C -4.22872 -1.84844 -3.93022
C -2.89633 -1.62362 -3.66519
C -2.44999 -1.62598 -2.33260
N -1.17610 -1.29396 -1.93771
C -0.21721 -1.02656 -2.99435
P 1.41369 -0.55495 -2.32456
C 2.18451 -2.19727 -1.97317
C 3.33949 -2.05415 -0.98465
C 2.62015 -2.98396 -3.20867
C 2.23367 0.28292 -3.75033
C 1.87651 -0.30264 -5.12081
C 1.90913 1.78381 -3.71101
C 0.04859 0.58103 3.21302
C -0.92651 -0.35767 3.92850
C 0.71016 1.56050 4.18878
H 3.53962 -1.14508 4.98403
H 2.64664 -2.34394 4.05988
H 1.78588 -1.05058 4.91094
H 3.04373 0.62430 3.41509
H 3.95283 -1.90818 1.95739
H 4.95546 -0.77488 2.84871
H 4.18616 -0.25786 1.35147
H 0.47833 -2.38168 2.95237
H 1.56161 -2.59128 1.57548
H -2.04491 2.17503 1.69465
H -2.91571 2.41441 0.19435
H 0.48650 3.40062 1.82083
H -1.58061 5.42389 0.83739
H -0.65139 5.45665 2.32746
H -1.87323 4.21925 2.09780
H 0.59068 5.42207 -0.47791
H 1.80585 4.16683 -0.26254
H 1.58182 5.40697 0.97290
H -0.15268 3.55130 -2.23980
H -2.78920 4.37826 -0.90503
H -2.39806 4.73236 -2.58010
H -1.40197 5.40256 -1.30068
H -2.81427 2.04139 -2.17339
H -1.28290 1.23625 -2.48249
H -1.85652 2.49320 -3.58271
H -3.99964 1.64925 2.23187
H -5.67564 0.44577 3.54636
H -5.94401 -2.00468 3.33864
H -4.57468 -3.24659 1.68666
H -3.73611 -4.56623 -0.74403
H -2.68448 -6.68597 -0.04240
H -0.62605 -6.65429 1.33531
H 0.45279 -4.54219 1.94433
H -5.42653 -2.30725 -0.77977
H -6.19717 -2.23693 -3.12625
H -4.57240 -1.84227 -4.95675
H -2.21117 -1.43370 -4.47991
H -0.55917 -0.23022 -3.65887
H -0.06617 -1.91492 -3.61410
H 1.36608 -2.73561 -1.47913
H 4.20118 -1.56263 -1.44576
H 3.67209 -3.03726 -0.64733
H 3.05632 -1.47851 -0.10431
H 3.43152 -2.48101 -3.73711
H 1.80541 -3.16773 -3.90852
H 2.99411 -3.95874 -2.89156
H 3.30686 0.13761 -3.59434
H 0.82826 -0.13083 -5.37020
H 2.09120 -1.36377 -5.21055
H 2.47136 0.21511 -5.87527
H 0.88542 1.95726 -4.05386
H 2.57227 2.32858 -4.38410
H 2.01136 2.22103 -2.71576
H -0.53233 1.17272 2.50713
H -0.42381 -0.98218 4.66970
H -1.47254 -1.00226 3.23804
H -1.66243 0.24615 4.46353
H 1.22206 1.04144 5.00046
H -0.06428 2.18366 4.63966
H 1.43426 2.23082 3.71769
Br 4.64917 3.40315 3.28032
C 4.46725 2.67057 1.57111
C 5.55082 2.51429 0.71915
C 5.32269 1.93977 -0.52192
C 4.04726 1.52742 -0.85584
N 2.99585 1.67910 -0.03406
C 3.22077 2.26059 1.15844
H 6.54154 2.83256 1.01947
H 6.13107 1.80503 -1.22789
H 3.85615 1.07076 -1.81485
H 2.36916 2.40920 1.80570